{
  "formula": "C27H47BFN13O2SW",
  "method": "the ωB97M-V functional and the def2-TZVPD basis",
  "homo_ev": [-12.70, -13.39],
  "max_force_ev_per_a": 4.31,
  "spin_multiplicity": 3,
  "total_charge": 2,
  "species": ["H", "H", "H", "H", "H", "H", "H", "H", "C", "H", "H", "C", "H", "C", "N", "S", "H", "H", "H", "H", "N", "H", "N", "N", "H", "C", "H", "C", "H", "H", "H", "H", "H", "H", "H", "H", "N", "H", "H", "C", "H", "H", "C", "C", "C", "H", "N", "C", "C", "W", "N", "H", "C", "C", "C", "H", "H", "B", "F", "H", "H", "N", "H", "H", "C", "C", "H", "C", "O", "H", "N", "H", "C", "C", "C", "O", "C", "C", "H", "N", "C", "H", "C", "C", "N", "H", "H", "H", "H", "C", "N", "C", "N"],
  "positions_angstrom": [[-3.061, -2.223, -2.947], [-1.312, -0.593, 4.802], [-0.673, 2.477, -2.947], [-5.254, 2.168, -1.055], [4.060, 1.506, 2.445], [2.583, -3.128, -1.969], [-0.734, 6.260, 3.770], [1.966, -3.025, -4.184], [0.889, 0.879, -2.762], [5.891, -2.702, -0.272], [2.508, -4.907, -1.052], [1.312, 0.330, -3.915], [1.182, 7.196, 0.368], [0.049, -1.556, 3.602], [-0.573, -0.496, 4.155], [1.172, -1.344, 2.317], [5.502, -0.387, 1.145], [-6.392, -0.133, -1.055], [1.395, 0.746, -4.932], [-0.715, 0.297, 3.539], [0.793, 4.100, 1.788], [2.963, 2.264, 1.280], [0.493, -3.961, 3.700], [0.436, 1.824, 0.871], [-1.148, -5.208, 0.262], [3.207, 1.332, 1.795], [-3.071, -3.648, 1.085], [-5.339, -0.078, -0.959], [0.168, 2.452, -1.427], [-3.396, -2.728, -0.398], [-0.318, 6.099, 0.280], [-2.940, -1.876, 1.083], [-4.769, 0.423, -2.900], [1.817, 4.539, 0.069], [1.266, 4.835, 3.578], [-1.435, 5.601, 2.294], [-0.315, -2.143, -0.310], [4.497, -3.668, -0.935], [2.832, -1.882, -5.223], [-0.514, 5.836, 2.829], [-2.585, 2.308, 1.406], [-0.148, -4.745, 3.698], [1.694, -5.114, -0.366], [4.151, -1.605, -0.195], [-4.572, -0.377, -2.220], [-2.132, -0.871, -3.633], [-3.206, -0.490, -1.861], [-2.394, -1.398, -2.702], [1.621, -0.982, -3.654], [0.168, -0.085, 0.270], [0.751, -2.799, -0.635], [1.022, 2.888, -2.995], [1.541, 5.104, 0.990], [-2.735, 2.502, 0.328], [-2.733, -2.772, 0.511], [-1.810, 2.665, -0.169], [-0.201, 3.865, 3.595], [1.954, -2.249, -1.399], [-1.412, -0.129, 1.438], [-1.524, -1.706, -2.216], [-4.937, -1.339, -2.665], [-3.395, 1.374, -0.426], [-3.363, 3.394, 0.193], [1.309, -6.076, -0.721], [0.642, 6.372, 0.861], [0.576, -4.122, -0.284], [2.392, 5.375, 1.575], [-4.837, 1.337, -0.434], [-1.362, 0.468, -0.985], [2.347, 1.162, 2.464], [-0.120, -2.748, 4.211], [5.299, -2.370, -1.892], [0.612, 2.854, 1.342], [-0.726, -4.278, 0.113], [3.354, 0.145, 0.919], [0.264, 6.832, 2.150], [1.936, -2.083, -4.649], [-1.265, -3.002, 0.186], [-0.821, -2.869, 4.927], [2.350, -0.380, 0.280], [4.991, -2.646, -0.870], [2.253, -5.281, 0.612], [0.345, 4.627, 3.051], [4.549, -0.594, 0.715], [0.991, -0.022, -1.795], [-5.140, 1.514, 0.590], [-5.117, -0.786, -0.141], [1.277, -4.233, 4.296], [1.112, -2.049, -5.366], [-2.642, 0.391, -1.049], [2.843, -1.520, -0.379], [0.298, 2.245, -2.489], [1.519, -1.181, -2.344]],
  "lowdin_charge": [0.0990, 0.1045, 0.0952, 0.1402, 0.0967, 0.1259, 0.1255, 0.0544, -0.3186, 0.0830, 0.0462, 0.0141, 0.1399, -0.7120, 0.1239, 0.8218, 0.1137, 0.1085, 0.1452, 0.0827, -0.0703, 0.0662, 0.0507, 0.0339, 0.1070, -0.0407, 0.0895, -0.1085, 0.0270, 0.0871, 0.1487, 0.0533, 0.1329, 0.1441, 0.1425, 0.1319, -0.1092, 0.0940, 0.0937, -0.1562, 0.0928, 0.0921, -0.0060, -0.2401, -0.1565, 0.1162, -0.0650, 0.0286, -0.2297, 1.6036, 0.0067, 0.0933, -0.0668, -0.0010, -0.0135, 0.0431, 0.1361, -0.5504, -0.4559, 0.0435, 0.1508, -0.0508, 0.1027, 0.0923, -0.1593, -0.2130, 0.1233, -0.1294, -0.2008, 0.0443, -0.0394, 0.1026, -0.1685, 0.0262, -0.3890, -0.1138, 0.0257, -0.2658, 0.1529, -0.1806, 0.0011, 0.1180, -0.1158, 0.0754, -0.0352, 0.1209, 0.1171, 0.0997, 0.0964, -0.3871, 0.0554, -0.0073, 0.0729]
}


{
  "formula": "C2HF3NP",
  "method": "the ωB97M-V functional and the def2-TZVPD basis",
  "homo_ev": -8.34,
  "e_above_lowest_kj_mol": 175.20,
  "max_force_ev_per_a": 2.81,
  "species": ["P", "F", "N", "F", "C", "H", "C", "F"],
  "positions_angstrom": [[-0.182, 1.014, -0.968], [1.029, -1.441, -1.379], [-0.005, 0.827, 1.378], [-1.121, -1.393, -1.598], [0.739, 0.264, 2.005], [1.345, 0.217, 2.826], [-0.025, -0.647, -1.255], [-1.780, 1.160, -1.008]],
  "nbo_charge": [0.9860, -0.3094, -0.3608, -0.3340, 0.1209, 0.2264, 0.2305, -0.5596]
}


{
  "formula": "C39H72BrFI2N3O12P2S",
  "method": "the ωB97M-V functional and the def2-TZVPD basis",
  "homo_ev": -10.16,
  "max_force_ev_per_a": 12.24,
  "total_charge": 1,
  "species": ["N", "H", "H", "C", "C", "C", "Br", "H", "C", "H", "H", "H", "P", "C", "H", "C", "O", "C", "H", "P", "H", "H", "H", "C", "O", "C", "S", "H", "H", "C", "H", "H", "H", "H", "C", "H", "H", "C", "H", "C", "H", "H", "H", "H", "O", "H", "C", "H", "H", "H", "C", "O", "C", "H", "H", "O", "H", "H", "C", "C", "H", "H", "C", "C", "H", "C", "H", "C", "C", "H", "H", "H", "H", "H", "C", "H", "H", "C", "H", "O", "C", "H", "H", "H", "C", "C", "H", "I", "H", "H", "H", "C", "H", "I", "H", "H", "C", "C", "C", "C", "H", "N", "O", "H", "N", "H", "H", "C", "O", "H", "H", "O", "O", "H", "H", "C", "H", "C", "H", "H", "H", "H", "H", "C", "C", "C", "H", "H", "O", "H", "F", "O", "H"],
  "positions_angstrom": [[2.030, 1.314, 2.933], [3.986, 6.949, 1.515], [3.271, 0.652, -1.367], [-1.273, 1.906, 12.106], [-1.475, -7.750, 1.639], [-0.089, 5.785, 5.778], [-0.440, -1.863, -3.525], [-1.146, -3.717, -9.078], [2.908, 6.812, 1.396], [3.437, -1.430, 0.401], [-0.273, 1.533, 1.987], [-0.527, -2.584, -10.325], [0.791, 0.587, 2.198], [0.121, -2.318, -0.476], [-2.333, -3.460, -1.930], [-2.209, 0.048, 0.625], [2.078, 4.414, -0.513], [-1.057, 0.243, -6.313], [3.407, 8.628, 3.532], [1.453, -3.617, -0.810], [-1.846, -2.694, 0.823], [7.214, 2.444, -3.979], [6.635, 4.123, -1.962], [-0.727, 4.419, 12.024], [6.252, 1.118, -1.361], [-0.551, 6.361, 7.090], [2.279, -3.788, -2.518], [-1.407, 1.917, -0.323], [3.687, 0.073, -3.551], [2.864, -0.633, 1.027], [-3.003, -0.777, 0.266], [-3.865, -5.468, -0.466], [1.087, -4.979, -0.379], [-1.546, 0.487, -5.261], [-3.486, -4.366, -0.201], [2.498, -1.108, -1.498], [-3.035, -2.183, -11.205], [-5.590, -6.257, -3.240], [-0.919, 5.276, 5.283], [0.402, 0.960, -6.488], [-4.721, -4.307, -3.243], [-5.218, -4.892, -4.846], [-6.378, -7.316, -4.925], [1.800, 8.450, 4.271], [-1.416, -5.423, 2.172], [-4.322, -3.649, -0.602], [-0.987, 3.134, 11.284], [7.415, 0.731, -3.547], [0.151, 4.308, 12.664], [-0.882, -0.924, -6.364], [-5.494, -4.859, -3.789], [-4.869, -6.632, -2.318], [-3.355, -2.286, -10.165], [0.288, 2.057, -6.032], [2.325, 1.993, 0.413], [0.575, -1.565, 0.694], [2.719, 5.784, 1.070], [2.835, -1.074, 2.138], [7.049, 3.367, -1.290], [-0.954, -2.670, -9.323], [0.262, 6.596, 5.130], [-1.566, -7.380, 0.612], [6.909, 2.001, -1.908], [1.979, 3.261, -1.259], [2.361, -1.176, -3.749], [1.295, -0.358, 0.554], [-2.890, 0.879, 1.148], [-0.538, 1.971, -2.958], [-6.604, -7.179, -3.865], [-6.448, -4.342, -3.660], [-0.536, 5.221, 11.302], [1.866, 2.340, 3.003], [-0.236, -2.267, -8.600], [-1.837, 0.578, -7.153], [-2.015, -4.080, -0.961], [0.538, 2.546, 0.249], [-0.419, 1.683, 12.750], [1.627, 0.188, -5.641], [-0.292, 4.687, 8.398], [-0.522, 0.562, -2.656], [2.327, 0.044, -1.787], [2.519, 7.497, 0.638], [-4.216, -1.631, -9.997], [-1.693, -1.443, -1.479], [7.604, 1.759, -3.221], [-0.499, -1.332, -1.555], [-2.172, 2.062, 12.708], [-1.393, -6.026, -1.679], [-7.608, -6.766, -3.740], [0.693, 1.139, -7.624], [-2.125, -7.447, 4.395], [1.103, 0.542, -0.855], [-0.596, -4.099, 0.825], [2.716, 3.715, -3.204], [-1.371, 5.956, 9.019], [-2.357, -8.350, 1.874], [-2.235, -1.883, -9.243], [2.213, 7.054, 2.709], [1.425, 2.043, -0.377], [-1.384, -6.582, 2.584], [-1.617, -0.475, 1.446], [-0.312, 0.203, -1.347], [1.556, 6.170, 3.256], [6.496, 3.397, -0.346], [-0.778, 3.267, -3.021], [-6.561, -8.154, -3.368], [-3.374, -4.380, 0.975], [2.507, -0.054, -3.342], [-0.503, 7.570, 7.310], [3.542, 0.322, 1.024], [-1.602, 4.687, 12.621], [-2.362, -0.947, -8.455], [1.905, 0.753, -4.343], [-1.197, -5.947, 4.613], [-0.337, -7.456, 4.233], [-1.074, 5.399, 8.124], [0.737, 5.090, 5.948], [2.354, 8.420, 3.327], [-1.441, 1.054, 11.439], [8.681, 1.896, -3.102], [8.102, 3.576, -1.085], [2.564, -3.375, 0.132], [0.267, -0.374, 3.180], [-1.492, 0.765, -0.633], [-1.252, -6.885, 4.052], [-1.129, -3.293, 0.120], [-1.948, 4.873, 7.733], [-3.653, -3.317, -9.959], [2.226, -0.797, -6.301], [1.940, 9.176, 2.655], [-2.756, 0.839, -1.498], [-0.967, 3.089, 10.055], [-0.570, -8.358, 1.712]],
  "lowdin_charge": [-0.2960, 0.0893, 0.1545, -0.0269, -0.0351, -0.0360, 0.8933, 0.0896, -0.0256, 0.0810, 0.0112, 0.0919, 0.7907, -0.4939, 0.0601, -0.0392, -0.1983, -0.1454, 0.0894, 0.3647, 0.1179, 0.0871, 0.0831, -0.0184, 0.0245, -0.4880, 0.1881, 0.1894, 0.1714, -0.0863, 0.1229, 0.0464, -0.0246, 0.0602, -0.1757, 0.0951, 0.0900, -0.4811, 0.0858, -0.1265, 0.0656, 0.0902, 0.0892, 0.0820, 0.0046, 0.0849, -0.4801, 0.0860, 0.0893, 0.0612, -0.0168, -0.0016, -0.0217, 0.1112, 0.1443, -0.2137, 0.0444, 0.1186, -0.0236, -0.0135, 0.0524, -0.0461, -0.4965, -0.6747, 0.0845, -0.4640, 0.1379, -0.1137, -0.0207, 0.0912, 0.0754, -0.0069, 0.0782, 0.0927, -0.7232, 0.1266, 0.0872, -0.2855, 0.0722, -0.1815, -0.0744, 0.0924, 0.0861, 0.1198, -0.0218, -0.3862, 0.0872, 0.9662, 0.0896, 0.1362, 0.0925, -0.2151, 0.0963, 1.0051, 0.0783, 0.0965, -0.4694, -0.4754, -0.1333, -0.4594, 0.0541, -0.1268, 0.0347, 0.0846, 0.2210, 0.0879, 0.0818, -0.2439, 0.0448, 0.1014, 0.0901, 0.0129, -0.2077, 0.0862, 0.0919, -0.0422, 0.0893, -0.0169, 0.0835, 0.0908, 0.0907, 0.0094, 0.0545, -0.1698, -0.0156, -0.2123, 0.0890, 0.0875, -0.0017, 0.0896, -0.0500, 0.0383, 0.0948]
}


Ordered electronic energy results: -68273.4264; -21018.7549; -188998.8888; unit eV.